Record 1
Density functional theory data (ωB97M-V with the def2-TZVPD basis set) for C28H49BrNP3Pt as an isolated structure.

Geometry as XYZ:
```
83
Properties=species:S:1:pos:R:3:forces:R:3
N 3.72929 -7.74449 0.57106 -1.48 3.95 -0.70
C 4.54835 -6.73191 0.85563 1.71 -1.02 0.57
C 4.19329 -5.39729 0.65292 -0.76 0.06 -0.49
C 2.88287 -5.06331 0.16273 0.38 -1.19 0.21
C 2.03442 -6.18711 -0.10387 0.83 0.37 0.40
C 2.50751 -7.49145 0.09469 -0.95 -1.40 -0.20
C 2.40685 -3.71110 0.03118 0.98 -0.73 0.18
Pt 0.84690 -1.49647 -0.55294 -0.99 -0.26 0.56
P -3.63151 0.84609 1.47917 0.68 -0.64 -0.41
C 1.00296 -3.37847 0.23529 -1.21 -0.86 1.79
C 0.65568 -2.99088 1.69283 -0.10 -0.55 -2.76
C -0.61485 -3.25563 2.24535 -0.61 0.14 0.80
C -0.83678 -3.02903 3.61105 -0.39 -0.14 -1.32
C 0.08612 -2.25527 4.33257 0.28 -0.08 0.04
C 1.29365 -1.85079 3.75157 0.01 -1.08 -1.56
C 1.61207 -2.33895 2.46185 0.47 1.37 1.66
Br -0.30574 -1.76662 6.07373 0.00 0.00 0.05
H 3.13460 -2.89724 -0.00966 0.09 -0.34 0.14
H 0.27837 -4.02682 -0.29490 0.19 0.17 0.59
H 4.92594 -4.62645 0.90953 -0.21 -0.40 -0.06
H 1.02083 -6.02040 -0.48171 0.46 -0.53 0.13
H 5.53179 -7.01574 1.26487 -0.37 0.29 -0.15
H 1.85728 -8.34384 -0.13111 0.26 0.17 0.04
H -1.41212 -3.59334 1.57453 0.27 -0.38 0.50
H 2.60211 -2.13660 2.05290 -0.15 -0.11 0.19
H -1.74243 -3.38447 4.10935 0.21 0.24 -0.28
H 1.97875 -1.24054 4.29957 0.37 0.16 0.27
P -0.73069 -1.58604 -2.19076 -0.38 0.58 -1.09
C -2.35361 0.59622 2.72792 -0.12 0.38 0.46
C -2.88371 0.86067 4.14828 0.09 -0.12 0.55
H -1.54781 1.31772 2.50311 -0.29 -0.35 -0.01
H -1.99024 -0.43965 2.60442 0.03 0.33 0.05
H -2.03169 0.94945 4.83107 -0.21 0.04 -0.08
H -3.47610 1.78399 4.21979 0.29 -0.23 -0.10
H -3.50510 0.04331 4.52665 0.03 0.07 -0.17
C -4.54118 -0.69629 1.12503 -0.46 -0.10 0.00
C -6.00785 -0.60962 1.61347 -0.34 0.14 0.04
H -4.01290 -1.50872 1.64252 0.03 0.22 0.02
H -4.51136 -0.91147 0.04892 0.02 0.22 0.21
H -6.48553 -1.59880 1.60944 0.27 0.26 -0.04
H -6.07931 -0.20507 2.63417 0.05 -0.19 -0.30
H -6.59653 0.04099 0.95203 0.18 -0.15 0.22
C -2.83445 1.74674 0.12089 -0.32 0.27 -0.47
C -3.24006 3.23037 0.31337 -0.14 0.31 0.11
H -3.16270 1.36056 -0.86092 0.01 0.17 0.45
H -1.74056 1.63390 0.21156 -0.40 -0.16 -0.01
H -3.03377 3.84003 -0.57061 0.07 -0.20 0.11
H -4.31424 3.31203 0.52534 0.23 0.06 -0.17
H -2.71181 3.67656 1.16639 -0.10 -0.12 -0.20
C -1.05301 0.00106 -3.07616 0.34 0.48 0.43
C -1.10430 -0.04397 -4.60403 0.06 -0.17 -0.24
H -0.27939 0.70584 -2.74118 -0.30 -0.22 -0.26
H -2.00468 0.38995 -2.67988 0.30 -0.19 -0.05
H -0.10987 -0.22071 -5.03698 -0.35 0.06 0.09
H -1.79299 -0.81718 -4.96654 0.13 0.26 0.01
H -1.47126 0.92388 -4.97196 0.14 -0.29 0.08
C -2.31266 -1.93893 -1.34107 -0.03 0.11 0.52
C -2.93389 -3.31146 -1.58395 -0.06 -0.28 -0.02
H -3.01121 -1.13152 -1.60861 0.30 -0.24 -0.10
H -2.07874 -1.80485 -0.27304 -0.26 0.00 -0.13
H -2.86817 -3.61940 -2.63496 -0.12 0.07 0.29
H -2.44282 -4.07251 -0.96407 -0.14 0.04 -0.22
H -3.99799 -3.29115 -1.31068 0.32 -0.06 -0.06
C -0.35428 -2.85226 -3.45931 0.00 -0.11 0.67
C 1.08882 -2.68978 -3.94509 0.57 -0.14 -0.37
H -1.08942 -2.76964 -4.27851 0.20 -0.02 0.42
H -0.49354 -3.83158 -2.97051 -0.06 0.31 -0.24
H 1.56068 -3.67806 -4.00583 -0.05 0.29 -0.10
H 1.14493 -2.23747 -4.94528 -0.04 -0.13 0.38
H 1.70209 -2.08136 -3.25828 -0.17 -0.18 -0.26
C 3.52476 0.37143 -1.34691 -0.15 -0.32 0.15
P 1.91161 0.47043 -0.53361 0.25 2.00 -0.83
C 2.10875 0.95640 1.19653 0.18 -0.02 0.47
C 1.15169 1.96125 -1.22903 -0.01 0.16 -0.15
H 4.07378 -0.50402 -0.97458 0.06 0.33 -0.16
H 4.08323 1.29542 -1.16030 0.01 -0.19 -0.04
H 3.33975 0.25313 -2.42185 0.16 0.03 0.20
H 2.89355 1.73678 1.25673 -0.31 -0.42 0.03
H 1.15994 1.38737 1.54784 0.24 -0.12 -0.12
H 2.35083 0.10725 1.84667 0.12 0.38 -0.14
H 1.62029 2.83233 -0.74970 -0.07 -0.15 -0.19
H 1.33441 2.00560 -2.30902 -0.06 0.09 0.21
H 0.07381 1.99017 -1.03664 0.25 0.04 -0.01
```
Positions in Å, forces in eV/Å.

Output
Total charge: +4
E_tot: -4866.81562 Eh
Strongest force on any atom: 4.3 eV Å⁻¹
Multiplicity: 5
M: 767.611 g mol⁻¹
Gap between HOMO and LUMO (spin up / spin down): 6.396 / 4.906 eV
HOMO level (spin up / spin down): -0.69582 / -0.70372 Ha
LUMO (spin up / spin down): -12.5 / -14.2 eV

Here are the Löwdin charges for atoms 1 to 8, given in e: 0.320, -0.003, 0.062, -0.155, 0.050, 0.002, -0.038, 0.744


Record 2
Density functional theory data (ωB97M-V with the def2-TZVPD basis set) for C28H49LuN2O2P3 as an isolated structure.

Geometry as XYZ:
```
85
Properties=species:S:1:pos:R:3:forces:R:3
Lu 0.01196 0.30862 -0.04599 -0.16 -0.40 0.82
P -1.38086 -0.14956 2.31573 -0.48 0.57 1.13
P 0.98885 -2.31667 0.14944 0.78 -1.78 -0.06
P -2.25761 -1.15443 -1.01731 -0.43 -0.30 -0.15
H 0.86519 1.32371 -2.41029 -0.52 0.01 0.08
C -0.21786 1.14319 -2.25534 0.25 0.34 -0.95
C -0.94580 1.99832 -1.42072 -0.47 1.05 -0.64
H -0.43839 2.86639 -0.96156 -0.22 -0.57 -0.14
C -0.49332 0.69478 3.68668 0.05 0.21 -0.38
C -1.94560 -1.61575 3.23633 0.02 -0.36 -0.05
C -2.91684 0.85491 2.28133 -0.01 0.04 -0.14
C 1.78726 -3.03110 -1.34492 0.10 0.26 -0.22
C 2.37288 -2.57505 1.32442 0.13 0.45 0.14
C 0.01594 -3.80775 0.63076 -0.34 0.21 0.07
C -3.60838 -0.16640 -1.75787 -0.02 0.07 -0.07
C -3.24120 -2.26293 0.05711 -0.10 -0.24 -0.05
C -1.85307 -2.29147 -2.40747 -0.06 -0.05 -0.22
H -0.68184 0.55560 -3.05719 0.07 0.20 0.45
H -2.03806 2.12129 -1.50563 0.62 -0.28 0.02
H -0.26031 1.72932 3.39922 -0.07 -0.41 0.06
H 0.43563 0.16413 3.89752 0.03 0.04 0.10
H -1.12414 0.71387 4.58102 0.11 -0.06 -0.10
H -1.07874 -2.21219 3.53926 -0.15 0.04 0.03
H -2.63512 -2.25234 2.67434 0.18 0.16 0.15
H -2.45147 -1.24205 4.13664 0.11 -0.19 -0.18
H -2.70046 1.85491 1.88142 -0.10 -0.18 0.10
H -3.27689 0.95041 3.31675 -0.02 0.01 -0.35
H -3.69050 0.38277 1.65807 0.21 0.20 0.24
H 2.21495 -4.00909 -1.07492 -0.13 0.33 -0.12
H 2.59590 -2.36483 -1.67485 -0.17 -0.24 -0.04
H 1.07103 -3.16230 -2.16680 0.20 0.07 0.21
H 2.71595 -3.61826 1.25380 -0.09 0.38 0.03
H 2.04672 -2.37130 2.35294 0.15 -0.04 -0.21
H 3.20111 -1.89910 1.07035 -0.13 -0.21 0.18
H 0.72949 -4.63629 0.75030 -0.24 0.26 -0.04
H -0.71581 -4.08352 -0.13728 0.15 0.07 0.22
H -0.50058 -3.64516 1.58337 0.05 -0.10 -0.18
H -4.37056 -0.84445 -2.17491 0.24 0.28 0.13
H -3.21316 0.47599 -2.55597 -0.20 -0.14 0.18
H -4.07563 0.46334 -0.98639 0.14 -0.14 -0.27
H -4.02718 -2.73196 -0.55426 0.19 0.08 0.25
H -3.72343 -1.69793 0.86669 0.13 -0.19 -0.29
H -2.61048 -3.05188 0.49046 -0.27 0.27 -0.10
H -2.79565 -2.59530 -2.89038 0.29 -0.01 0.13
H -1.32436 -3.19237 -2.05979 -0.19 0.33 -0.08
H -1.22604 -1.78034 -3.15427 -0.17 -0.13 0.25
C 0.07833 -4.82320 -5.68389 0.71 -0.64 1.62
C 0.77479 -5.16059 -6.86609 0.20 0.37 -0.99
C 0.58853 -4.36216 -7.99474 0.64 -1.20 0.49
C -0.30241 -3.27988 -7.96560 -0.10 0.32 -0.19
C -1.06110 -3.02340 -6.81697 -0.40 -0.48 1.36
C -0.90753 -3.82502 -5.68418 -0.59 1.26 -0.76
O 0.38779 -5.35263 -4.45722 -0.48 0.48 -2.07
H 1.09373 -6.00906 -4.56960 -0.02 -0.09 0.14
H 1.46297 -6.00955 -6.87363 -0.15 0.32 -0.04
H 1.14724 -4.58093 -8.91028 -0.23 0.06 0.40
H -0.41388 -2.64026 -8.84174 0.03 -0.22 0.21
H -1.77856 -2.20190 -6.78927 0.21 -0.29 -0.13
H -1.49793 -3.67286 -4.78321 0.19 0.03 -0.22
C 3.12170 5.03702 3.66639 0.19 0.47 0.41
N 3.03916 3.93762 2.72907 0.21 0.20 0.24
N 1.86204 3.52851 2.20052 -1.15 -0.27 -0.19
C 2.09433 2.47325 1.37451 0.61 0.06 0.45
O 1.13190 1.78090 0.83441 0.65 0.34 0.17
C 3.49125 2.27591 1.35957 -0.63 -0.36 -0.16
C 4.03813 3.18392 2.25612 -0.23 0.04 -0.12
C 5.42861 3.38354 2.73119 0.78 -0.12 -0.09
C 0.60518 4.10929 2.62046 -0.15 0.64 0.29
C -0.13519 4.88505 1.72617 0.17 0.13 -0.07
C -1.27656 5.56389 2.17061 -0.11 -0.43 0.14
C -1.71123 5.40372 3.49478 0.20 -0.09 -0.05
C -0.95291 4.64570 4.39804 0.03 -0.03 -0.28
C 0.22653 4.03425 3.96507 -0.06 -0.13 -0.02
H 4.17431 5.13940 3.92072 -0.13 0.09 0.03
H 2.55902 4.83067 4.57905 0.18 0.01 -0.17
H 2.77248 5.98434 3.24243 0.01 -0.29 -0.11
H 3.97917 1.51123 0.77108 0.13 0.19 0.23
H 5.80540 4.39131 2.47375 -0.16 -0.48 0.09
H 5.51269 3.25301 3.82875 -0.10 0.04 -0.60
H 6.07844 2.63852 2.24282 -0.21 0.39 0.27
H 0.23709 5.00251 0.70470 -0.22 0.00 0.29
H -1.84310 6.19830 1.48246 0.26 -0.27 0.25
H -2.63459 5.88024 3.83420 0.38 -0.09 -0.15
H -1.27799 4.52297 5.43658 0.18 0.16 -0.43
H 0.86868 3.50660 4.67314 -0.33 -0.01 -0.17
```
Positions in Å, forces in eV/Å.

Output
Total charge: +3
E_tot: -3615.00620 Eh
Strongest force on any atom: 2.2 eV Å⁻¹
M: 713.601 g mol⁻¹
Gap between HOMO and LUMO (spin up / spin down): 8.373 / 1.918 eV
HOMO level (spin up / spin down): -0.59104 / -0.48880 Ha
LUMO (spin up / spin down): -7.7 / -11.4 eV

Here are the Löwdin charges for atoms 1 to 8, given in e: 1.194, 0.713, 0.715, 0.711, 0.070, -0.279, -0.259, 0.055